Entry from the Open Molecules 2025 dataset: a molecular structure, C73H74KN10O5PS3Sb in a non-equilibrium geometry (ωB97M-V/def2-TZVPD).

```
168
Properties=species:S:1:pos:R:3
K -0.1622 -0.8371 -1.0092
O 4.9812 -0.7003 -3.2560
C 4.2267 -1.7446 -3.6271
C 4.8619 -2.8222 -4.2502
C 4.1473 -3.9483 -4.6108
C 2.7785 -4.0224 -4.3669
C 2.1397 -2.9424 -3.7837
C 2.8391 -1.7949 -3.4110
C 2.0553 -0.6470 -2.8554
O 0.8012 -0.6686 -2.9956
N 2.7761 0.3035 -2.2885
N 2.0658 1.3644 -1.7521
C 2.7135 2.4523 -1.7313
S 4.3497 2.6390 -2.4097
C 4.6381 4.2541 -1.6349
C 3.3274 5.0122 -1.6334
S 2.0404 3.8973 -1.0112
H 4.3684 -0.0753 -2.7797
H 5.9266 -2.7424 -4.4308
H 4.6598 -4.7767 -5.0859
H 2.2163 -4.9051 -4.6437
H 1.0706 -2.9591 -3.6079
H 5.4010 4.7668 -2.2214
H 4.9952 4.0959 -0.6183
H 3.0541 5.3307 -2.6402
H 3.3565 5.8722 -0.9639
C -5.0598 1.6048 2.5793
C -4.2007 2.5482 1.8254
N -4.4779 3.7769 1.5390
N -3.3844 4.2076 0.8298
C -2.4146 3.2823 0.6945
S -0.9404 3.3824 -0.0449
N -2.9703 2.1957 1.3224
N -2.4237 0.9356 1.4554
H -5.8723 2.1535 3.0490
H -4.4705 1.0878 3.3359
H -5.4748 0.8499 1.9093
H -3.3111 5.1641 0.5366
H -1.6423 0.9414 2.1066
H -2.0806 0.6277 0.5514
C -3.6593 -2.1152 1.2913
C -4.5389 -2.1597 0.0487
C -5.9955 -2.3286 0.4842
C -4.3215 -0.9084 -0.8212
C -5.3272 -0.7610 -1.9818
O -4.5447 -0.9758 -3.1584
C -3.2460 -1.0423 -2.7525
N -3.0120 -0.9622 -1.5080
C -2.3539 -1.2719 -3.9156
C -2.6153 -2.4392 -4.6323
C -1.9886 -2.6848 -5.8390
C -1.1752 -1.7014 -6.3820
C -0.9244 -0.5381 -5.6742
C -1.4438 -0.3274 -4.3973
P -0.9059 1.0545 -3.2817
C -2.4209 2.0908 -3.7065
C -2.6673 2.6847 -4.9453
C -3.8438 3.3787 -5.1820
C -4.8076 3.4860 -4.1858
C -4.5847 2.8941 -2.9527
C -3.3993 2.2062 -2.7214
C 0.3182 2.0377 -4.2472
C 1.3743 1.5279 -5.0027
C 2.2944 2.3732 -5.6087
C 2.1950 3.7464 -5.4529
C 1.1751 4.2679 -4.6699
C 0.2536 3.4236 -4.0715
H -3.8020 -3.0184 1.8851
H -3.9090 -1.2489 1.9059
H -2.6064 -2.0406 1.0276
H -4.2420 -3.0271 -0.5525
H -6.3365 -1.4548 1.0489
H -6.0723 -3.1995 1.1373
H -6.6816 -2.4846 -0.3482
H -4.3484 -0.0244 -0.1745
H -5.7650 0.2374 -2.0330
H -6.1219 -1.5024 -1.9739
H -3.3222 -3.1541 -4.2293
H -2.1604 -3.6151 -6.3649
H -0.7261 -1.8426 -7.3576
H -0.3060 0.2221 -6.1261
H -1.9256 2.6085 -5.7321
H -4.0125 3.8399 -6.1482
H -5.7241 4.0324 -4.3732
H -5.3284 2.9779 -2.1677
H -3.2103 1.7569 -1.7532
H 1.5022 0.4598 -5.1075
H 3.1035 1.9497 -6.1912
H 2.9247 4.4018 -5.9129
H 1.0973 5.3384 -4.5174
H -0.5293 3.8457 -3.4522
N 3.0809 -1.2839 0.6320
H 3.3878 -2.2379 0.4748
H 2.9371 -0.8668 -0.2848
H 2.1736 -1.3299 1.0883
C 3.4199 -0.8712 4.1627
C 2.7461 -0.1378 5.2910
C 3.0346 -0.4972 6.6056
C 2.4265 0.1327 7.6806
C 1.5097 1.1438 7.4462
C 1.2133 1.5113 6.1397
C 1.8185 0.8876 5.0535
Sb 1.4013 1.4212 2.9808
C 3.3586 2.3620 2.7323
C 4.0357 1.9130 1.5981
C 5.3268 2.3321 1.3054
C 5.9515 3.2360 2.1478
C 5.2878 3.6942 3.2777
C 4.0022 3.2631 3.5965
C 3.3675 3.7795 4.8605
C 0.0737 3.0936 3.4929
C -1.0782 2.6280 4.1425
C -2.1197 3.4662 4.5040
C -2.0369 4.8158 4.1935
C -0.9244 5.2860 3.5189
C 0.1335 4.4489 3.1513
C 1.2605 5.0783 2.3767
H 4.2053 -1.5274 4.5375
H 3.8622 -0.1891 3.4344
H 2.6809 -1.4776 3.6357
H 3.7514 -1.2906 6.7885
H 2.6728 -0.1613 8.6940
H 1.0309 1.6539 8.2737
H 0.5060 2.3131 5.9811
H 3.5606 1.1961 0.9402
H 5.8283 1.9522 0.4231
H 6.9542 3.5855 1.9298
H 5.7826 4.3990 3.9383
H 3.8020 4.7402 5.1424
H 3.5286 3.0795 5.6829
H 2.2916 3.9018 4.7482
H -1.1548 1.5698 4.3879
H -2.9875 3.0755 5.0230
H -2.8405 5.4903 4.4630
H -0.8695 6.3359 3.2481
H 0.8720 5.4637 1.4314
H 2.0506 4.3714 2.1437
H 1.6887 5.9154 2.9341
O 0.1789 -1.5956 3.4853
C 0.0553 -2.3445 2.5259
N 0.0975 -3.7206 2.6337
C -0.2157 -4.3591 1.3843
C -0.3212 -3.0888 0.4922
O -0.5519 -3.1577 -0.7152
N -0.1336 -1.9721 1.2107
C 0.8799 -5.3203 0.9276
C 1.7153 -5.0489 -0.1502
C 2.6982 -5.9586 -0.5224
C 2.8577 -7.1438 0.1775
C 2.0304 -7.4192 1.2593
C 1.0474 -6.5150 1.6260
C -1.5671 -5.0718 1.3880
C -2.0553 -5.6026 0.1946
C -3.2806 -6.2475 0.1636
C -4.0281 -6.3906 1.3272
C -3.5432 -5.8727 2.5173
C -2.3213 -5.2101 2.5450
H 0.3162 -4.1971 3.4891
H 1.5919 -4.1350 -0.7154
H 3.3368 -5.7322 -1.3676
H 3.6208 -7.8531 -0.1180
H 2.1461 -8.3431 1.8126
H 0.3904 -6.7417 2.4592
H -1.4714 -5.4848 -0.7093
H -3.6552 -6.6445 -0.7720
H -4.9795 -6.9077 1.3043
H -4.1178 -5.9755 3.4297
H -1.9631 -4.7847 3.4736
```

Charge: -1
E, Eh: -6126.24323
E_LUMO, eV: 2.06
Orbital gap, eV: 7.37